Density functional theory data (ωB97M-V/def2-TZVPD) for one molecule with the formula C6H14O.

Summary:
DFT total energy: -8494.403 eV
HOMO level: -9.92 eV
F_max: 5.1 eV/A
SMILES string: CCCCCCO
ΔE to the lowest compared entry with this formula, charge and spin: 240.16 kJ/mol

Positions of all 21 atoms, in Å:
C: 0.13 0.04 -2.18
C: 1.24 -0.39 -1.16
C: 1.70 0.66 -0.05
C: 0.74 0.50 1.29
C: -0.86 0.75 1.18
C: -1.80 -0.43 1.22
O: -1.21 -1.74 0.92
H: 0.06 1.06 -2.50
H: -0.91 -0.39 -2.05
H: 0.38 -0.56 -3.15
H: 0.98 -1.31 -0.71
H: 2.21 -0.65 -1.58
H: 1.56 1.70 -0.41
H: 2.75 0.53 0.05
H: 1.15 0.99 2.08
H: 0.80 -0.65 1.49
H: -1.11 1.32 0.25
H: -1.09 1.66 1.94
H: -2.38 -0.48 2.14
H: -2.49 -0.23 0.34
H: -1.87 -2.40 0.89